A cluster of 8 separate species, C48H46F2O12 in total, computed with ωB97M-V/def2-TZVPD.

Geometry (Å):
O (3.5391, 6.9842, 4.3377)
C (3.9849, 6.3075, 3.2434)
C (3.0535, 5.5548, 2.5261)
C (3.4514, 4.8563, 1.3349)
C (4.7945, 4.8635, 0.9866)
O (5.0823, 4.2413, -0.1764)
C (5.7609, 5.4734, 1.8134)
C (5.3490, 6.2509, 2.8776)
H (2.5898, 6.8692, 4.2533)
H (2.0126, 5.7186, 2.7627)
H (2.7610, 4.3901, 0.6475)
H (5.9799, 4.5064, -0.3899)
H (6.8083, 5.3753, 1.5690)
H (6.1422, 6.6666, 3.4813)
O (-0.5692, 3.3763, 6.7092)
C (0.6283, 2.7202, 6.3743)
C (1.8600, 3.2838, 6.7909)
C (3.0382, 2.5641, 6.5503)
C (2.9441, 1.3016, 5.9053)
O (4.0273, 0.5224, 5.6508)
C (1.7183, 0.7833, 5.5102)
C (0.6136, 1.5169, 5.7597)
H (-1.1335, 3.2294, 5.9466)
H (1.8670, 4.1509, 7.4347)
H (3.9733, 2.9091, 6.9661)
H (3.6501, -0.3330, 5.4327)
H (1.6815, -0.1886, 5.0407)
H (-0.3319, 1.0970, 5.4498)
O (-3.5805, 3.5715, -1.9544)
C (-3.5440, 3.5187, -0.5789)
C (-2.3043, 3.3577, 0.0720)
C (-2.2482, 3.3645, 1.4809)
C (-3.4399, 3.4767, 2.2036)
O (-3.4698, 3.3328, 3.5477)
C (-4.6723, 3.5353, 1.4569)
C (-4.7528, 3.4687, 0.0813)
H (-4.4084, 3.7344, -2.4123)
H (-1.3407, 3.2044, -0.3909)
H (-1.2530, 3.2131, 1.8722)
H (-4.3720, 3.3271, 3.8759)
H (-5.5609, 3.6263, 2.0640)
H (-5.6932, 3.5502, -0.4435)
O (-3.5586, -4.9103, 5.9769)
C (-4.1395, -3.8827, 6.6514)
C (-4.8192, -4.0810, 7.8286)
C (-5.4104, -3.0018, 8.4704)
C (-5.3002, -1.7492, 7.8406)
O (-5.9616, -0.6713, 8.3574)
C (-4.6908, -1.5595, 6.6217)
C (-3.9248, -2.6220, 6.0988)
H (-4.0515, -5.7192, 6.1328)
H (-4.8695, -5.0794, 8.2374)
H (-6.0517, -3.0988, 9.3339)
H (-6.4089, -0.9149, 9.1712)
H (-4.5644, -0.6037, 6.1351)
H (-3.3835, -2.4520, 5.1799)
O (-1.4897, -5.9631, -6.1614)
C (-1.6922, -4.6440, -6.0976)
C (-2.2309, -4.0790, -4.9551)
C (-2.2983, -2.6687, -4.8730)
C (-1.9990, -1.8840, -5.9278)
O (-1.9695, -0.5245, -5.7817)
C (-1.5493, -2.4821, -7.1366)
C (-1.4142, -3.8913, -7.1837)
H (-0.8034, -6.1704, -6.7998)
H (-2.5228, -4.8040, -4.2098)
H (-2.8334, -2.1128, -4.1174)
H (-2.0608, -0.2945, -4.8542)
H (-1.2372, -1.8356, -7.9435)
H (-0.8854, -4.2586, -8.0508)
O (5.6928, -0.1129, -10.1364)
C (6.6785, -0.3938, -9.2408)
C (6.4186, -0.5148, -7.9002)
C (7.4740, -0.7778, -6.9984)
C (8.7445, -0.9395, -7.4742)
O (9.7476, -1.2351, -6.6150)
C (8.9992, -0.7736, -8.8319)
C (7.9770, -0.5639, -9.7522)
H (5.0150, 0.3517, -9.6401)
H (5.4044, -0.4153, -7.5427)
H (7.2815, -0.9597, -5.9514)
H (10.5450, -1.5571, -7.0417)
H (10.0014, -0.7070, -9.2288)
H (8.2754, -0.3779, -10.7734)
F (3.4492, -0.8707, -2.6393)
C (2.5192, -0.8736, -1.6766)
C (2.7785, -0.1890, -0.5512)
C (1.7601, -0.1599, 0.4651)
C (0.5977, -0.8550, 0.2380)
C (0.4568, -1.6263, -0.9269)
C (1.4436, -1.7221, -1.8450)
H (3.6917, 0.3727, -0.4204)
H (1.9651, 0.3604, 1.3890)
H (-0.2243, -0.8077, 0.9370)
H (-0.4046, -2.2772, -0.8986)
H (1.4576, -2.3752, -2.7050)
F (-4.7100, -1.9684, 0.0035)
C (-5.3117, -2.9460, -0.7223)
C (-6.0816, -2.6127, -1.8656)
C (-6.6164, -3.6693, -2.5879)
C (-6.3767, -4.9707, -2.2785)
C (-5.6325, -5.2829, -1.1967)
C (-5.0998, -4.2778, -0.4492)
H (-6.3012, -1.5626, -1.9896)
H (-7.2445, -3.4374, -3.4353)
H (-6.8977, -5.7575, -2.8037)
H (-5.4531, -6.3218, -0.9625)
H (-4.5357, -4.5077, 0.4426)

Forces on the atoms, in the same order (eV/Å):
0.30 0.26 -0.13
0.59 -1.18 -0.71
1.09 0.03 -1.98
0.11 1.29 1.70
-0.76 0.19 1.11
0.83 -0.21 -0.51
-1.15 -0.08 -0.82
-0.33 -0.45 0.69
-0.29 0.35 0.65
-0.28 -0.44 0.03
-0.20 -0.04 0.18
0.19 -0.26 -0.42
0.14 0.08 0.00
-0.28 0.41 0.24
1.05 -0.34 -0.52
0.60 2.16 1.50
-0.46 -1.35 -0.15
-0.78 -0.93 -0.21
-0.23 0.66 0.14
0.69 0.22 0.35
1.58 0.34 0.21
-2.09 -0.75 -0.77
-0.49 0.12 0.03
0.00 0.24 -0.26
0.14 -0.02 -0.23
0.43 -0.26 -0.14
-0.16 -0.08 -0.12
-0.34 0.02 0.08
1.65 -0.16 -0.53
0.19 -0.84 -1.57
-0.94 0.43 0.89
-0.78 -0.11 -0.92
-1.18 -0.61 -2.19
0.58 0.26 0.72
1.01 -0.14 1.68
0.82 1.01 1.32
-0.30 0.01 0.83
-0.31 0.22 -0.72
-0.19 0.05 0.66
-0.12 0.05 -0.10
-0.33 -0.13 -0.02
-0.03 -0.10 -0.01
0.35 -0.78 -0.36
1.09 0.51 -0.74
-0.36 0.16 0.54
0.31 0.66 -1.26
-1.42 -0.14 0.61
-0.06 0.53 0.15
2.33 -0.97 -0.15
-2.04 0.59 0.43
0.06 -0.12 0.10
-0.12 -0.11 0.07
0.19 -0.12 0.22
0.00 -0.04 0.06
-0.45 0.24 0.30
0.13 -0.39 0.01
0.06 -1.91 0.61
-0.48 0.29 0.55
0.28 0.63 -0.14
-1.61 -1.83 0.79
1.69 -0.02 -2.12
-0.18 0.21 -0.72
-0.26 -0.25 1.34
0.84 3.57 -1.30
-0.07 0.03 -0.12
-0.12 0.43 0.49
0.17 -0.50 0.90
-0.05 -0.03 0.10
-0.02 -0.12 -0.16
-0.27 -0.49 -0.17
-0.40 0.24 -0.18
0.85 -0.30 -1.00
0.92 -0.14 0.88
-1.15 -0.26 -0.27
0.58 0.05 -0.93
0.32 -0.05 1.15
-0.45 0.17 -0.83
0.23 0.46 1.44
-0.36 0.00 -0.20
-0.09 0.02 0.11
-0.07 0.16 0.09
-0.17 0.10 -0.33
0.31 -0.37 0.24
-0.52 -0.07 -0.16
0.49 0.00 -0.60
0.66 -0.86 -0.56
-1.18 1.17 2.33
1.28 -0.21 -1.22
0.02 0.32 -0.20
-1.04 -0.62 1.76
0.30 0.33 -0.89
0.06 -0.03 -0.11
-0.15 0.15 0.02
0.02 -0.12 0.14
-0.17 -0.06 -0.63
-0.32 -0.03 -0.05
-0.47 -0.58 -0.18
-0.52 0.11 -1.97
0.72 -0.19 2.01
-0.43 1.80 -0.83
-1.14 -0.94 -0.73
0.47 -0.90 0.30
1.13 0.76 2.04
-0.07 -0.01 -0.56
-0.10 0.05 -0.08
0.16 -0.02 -0.34
0.06 0.00 0.26
0.23 -0.08 0.07

Results
Strongest force on any atom: 0.076 Eh/bohr
LUMO: 0.24 eV
SMILES: Oc1ccc(O)cc1.Oc1ccc(O)cc1.Oc1ccc(O)cc1.Oc1ccc(O)cc1.Oc1ccc(O)cc1.Oc1ccc(O)cc1.Fc1ccccc1.Fc1ccccc1
Frontier orbital gap: 8.2 eV
HOMO energy: -7.92 eV

These are the Löwdin partial charges, in e, on atoms 1 to 99: atom 1 (O): 0.04, atom 2 (C): -0.33, atom 3 (C): -0.01, atom 4 (C): 0.00, atom 5 (C): -0.35, atom 6 (O): 0.05, atom 7 (C): -0.02, atom 8 (C): -0.01, atom 9 (H): 0.09, atom 10 (H): 0.11, atom 11 (H): 0.11, atom 12 (H): 0.10, atom 13 (H): 0.11, atom 14 (H): 0.11, atom 15 (O): 0.02, atom 16 (C): -0.31, atom 17 (C): 0.00, atom 18 (C): 0.01, atom 19 (C): -0.32, atom 20 (O): 0.05, atom 21 (C): -0.04, atom 22 (C): -0.06, atom 23 (H): 0.08, atom 24 (H): 0.11, atom 25 (H): 0.11, atom 26 (H): 0.09, atom 27 (H): 0.12, atom 28 (H): 0.12, atom 29 (O): 0.02, atom 30 (C): -0.32, atom 31 (C): 0.00, atom 32 (C): -0.01, atom 33 (C): -0.32, atom 34 (O): 0.04, atom 35 (C): -0.02, atom 36 (C): -0.03, atom 37 (H): 0.10, atom 38 (H): 0.11, atom 39 (H): 0.11, atom 40 (H): 0.10, atom 41 (H): 0.10, atom 42 (H): 0.12, atom 43 (O): 0.04, atom 44 (C): -0.35, atom 45 (C): -0.03, atom 46 (C): -0.01, atom 47 (C): -0.33, atom 48 (O): 0.04, atom 49 (C): -0.01, atom 50 (C): 0.01, atom 51 (H): 0.10, atom 52 (H): 0.12, atom 53 (H): 0.11, atom 54 (H): 0.10, atom 55 (H): 0.11, atom 56 (H): 0.12, atom 57 (O): 0.06, atom 58 (C): -0.39, atom 59 (C): 0.02, atom 60 (C): -0.03, atom 61 (C): -0.35, atom 62 (O): 0.04, atom 63 (C): 0.02, atom 64 (C): -0.03, atom 65 (H): 0.11, atom 66 (H): 0.12, atom 67 (H): 0.11, atom 68 (H): 0.10, atom 69 (H): 0.11, atom 70 (H): 0.12, atom 71 (O): 0.04, atom 72 (C): -0.35, atom 73 (C): -0.02, atom 74 (C): -0.01, atom 75 (C): -0.36, atom 76 (O): 0.05, atom 77 (C): -0.03, atom 78 (C): 0.00, atom 79 (H): 0.10, atom 80 (H): 0.11, atom 81 (H): 0.12, atom 82 (H): 0.10, atom 83 (H): 0.11, atom 84 (H): 0.11, atom 85 (F): 0.06, atom 86 (C): -0.32, atom 87 (C): 0.00, atom 88 (C): -0.06, atom 89 (C): -0.10, atom 90 (C): -0.09, atom 91 (C): -0.02, atom 92 (H): 0.12, atom 93 (H): 0.10, atom 94 (H): 0.10, atom 95 (H): 0.10, atom 96 (H): 0.12, atom 97 (F): 0.05, atom 98 (C): -0.26, atom 99 (C): 0.00



A structure of composition C48H46F3N7P2SSe2Ta, computed with ωB97M-V/def2-TZVPD.

Geometry (Å):
Ta (1.9225, 0.5391, -1.3042)
C (3.1527, -0.9064, 1.2832)
C (2.5725, -2.2720, 0.9352)
C (1.1878, -2.3929, 0.3539)
C (0.3878, -3.3837, 0.7311)
C (-0.9429, -3.5822, 0.0642)
C (-0.6774, -4.2089, -1.2946)
C (-0.3612, -3.2270, -2.1180)
N (0.7697, -1.5207, -0.7734)
N (3.7548, -0.1818, 0.1223)
C (4.4245, 1.0592, 0.5769)
C (4.7632, 1.8444, -0.6474)
C (5.8936, 2.6272, -0.7350)
C (6.1620, 3.2987, -1.9182)
C (5.2972, 3.1446, -2.9910)
C (4.1852, 2.3487, -2.8354)
N (3.9096, 1.7016, -1.6823)
C (4.8194, -0.9907, -0.5103)
C (4.3450, -1.8514, -1.6146)
C (5.0736, -2.9822, -1.9453)
C (4.6589, -3.7722, -2.9948)
C (3.5017, -3.4078, -3.6635)
C (2.8301, -2.2747, -3.2652)
N (3.2373, -1.4679, -2.2576)
H (3.9426, -1.0676, 2.0230)
H (2.4133, -0.2524, 1.7396)
H (2.5378, -2.8255, 1.8733)
H (3.2685, -2.8280, 0.3033)
H (0.7164, -4.0946, 1.4800)
H (-1.6597, -4.0899, 0.6973)
H (-0.7206, -5.2701, -1.4976)
H (-0.0835, -3.2338, -3.1603)
H (5.3331, 0.8292, 1.1397)
H (3.7689, 1.6040, 1.2480)
H (6.5581, 2.7079, 0.1156)
H (7.0425, 3.9229, -2.0051)
H (5.4751, 3.6370, -3.9367)
H (3.4878, 2.2178, -3.6483)
H (5.3188, -1.5891, 0.2548)
H (5.5719, -0.3156, -0.9181)
H (5.9599, -3.2329, -1.3760)
H (5.2151, -4.6566, -3.2775)
H (3.1187, -3.9939, -4.4875)
H (1.9174, -2.0164, -3.7646)
Se (-1.9746, -2.9930, 3.1099)
P (-2.8850, -1.5823, 1.8336)
C (-3.3733, -0.0669, 2.6779)
C (-3.3533, -0.0307, 4.0695)
C (-3.8925, 1.0632, 4.7335)
C (-4.4334, 2.1240, 4.0186)
C (-4.4667, 2.0840, 2.6289)
C (-3.9563, 0.9816, 1.9662)
C (-4.3722, -2.1374, 0.9464)
C (-5.6104, -1.5837, 1.2878)
C (-6.7827, -2.0715, 0.7248)
C (-6.7418, -3.1224, -0.1743)
C (-5.5206, -3.6957, -0.5057)
C (-4.3503, -3.2153, 0.0520)
C (-1.5672, -1.1818, 0.5469)
C (-0.7220, -0.1220, 0.4665)
N (0.4123, -0.2345, -0.3682)
N (-0.4934, -1.9442, -1.4537)
N (-1.3877, -2.2261, -0.3687)
P (-0.6398, 1.4800, 1.2817)
Se (1.4445, 2.1254, 0.8398)
C (-0.7128, 1.3435, 3.0543)
C (-1.1544, 2.4057, 3.8442)
C (-1.0581, 2.3086, 5.2242)
C (-0.5463, 1.1580, 5.8081)
C (-0.1250, 0.0941, 5.0167)
C (-0.1938, 0.1853, 3.6375)
C (-1.6976, 2.6845, 0.5166)
C (-2.5522, 2.3168, -0.5192)
C (-3.3593, 3.2733, -1.1122)
C (-3.3076, 4.5916, -0.6767)
C (-2.4265, 4.9670, 0.3301)
C (-1.6090, 4.0192, 0.9229)
H (-2.9361, -0.8590, 4.6281)
H (-3.8979, 1.0789, 5.8156)
H (-4.8499, 2.9741, 4.5439)
H (-4.9222, 2.8903, 2.0668)
H (-4.0724, 0.9059, 0.8956)
H (-5.6850, -0.7902, 2.0150)
H (-7.7302, -1.6312, 1.0062)
H (-7.6575, -3.5090, -0.6024)
H (-5.4825, -4.5334, -1.1903)
H (-3.4288, -3.7018, -0.2181)
H (-1.5832, 3.2922, 3.4000)
H (-1.3959, 3.1295, 5.8435)
H (-0.4867, 1.0833, 6.8870)
H (0.2444, -0.8134, 5.4768)
H (0.1258, -0.6520, 3.0263)
H (-2.5869, 1.2896, -0.8607)
H (-4.0291, 2.9927, -1.9153)
H (-3.9452, 5.3354, -1.1374)
H (-2.3680, 6.0006, 0.6453)
H (-0.8910, 4.3279, 1.6718)
C (-0.9159, 0.6285, -4.0056)
S (0.6074, -0.2481, -3.6392)
C (1.5979, 0.1689, -5.0921)
H (-1.3011, 0.2004, -4.9302)
H (-0.7455, 1.6914, -4.1136)
H (-1.6075, 0.4275, -3.1905)
H (1.5767, 1.2355, -5.2789)
H (1.1812, -0.3684, -5.9432)
H (2.6206, -0.1655, -4.9242)
F (1.6194, 3.5791, -1.7164)
C (1.1494, 2.4219, -2.2177)
F (1.3541, 2.5681, -3.5673)
F (-0.1994, 2.4585, -2.0574)

Forces on the atoms, in the same order (eV/Å):
1.18 -2.96 0.17
0.18 -0.16 0.10
0.01 0.02 -0.13
-0.02 0.04 -0.21
-0.11 -0.14 0.04
-0.01 0.00 -0.18
-0.02 -0.07 0.11
0.00 0.06 0.08
0.04 0.34 -0.13
-0.91 0.35 -0.02
0.21 -0.07 0.17
-0.05 0.20 -0.08
0.05 0.09 0.03
0.06 0.04 -0.01
0.02 0.01 -0.04
0.05 -0.12 0.09
-0.54 0.27 -0.08
0.16 0.12 0.11
-0.07 0.00 -0.10
0.08 -0.06 0.01
0.09 -0.13 -0.04
-0.06 0.02 -0.05
0.22 -0.01 0.19
-0.21 0.26 -0.28
0.08 0.04 -0.04
-0.03 0.03 0.01
-0.02 -0.03 0.01
0.04 0.00 0.04
-0.02 0.07 -0.01
0.01 0.04 -0.05
0.03 0.09 -0.01
-0.02 0.01 0.06
0.00 -0.11 0.00
0.01 0.04 0.07
-0.01 0.00 -0.02
-0.02 -0.01 0.00
0.00 -0.01 0.02
0.00 0.00 0.01
0.02 0.02 0.04
0.04 0.00 0.01
-0.02 0.02 0.00
-0.01 0.01 0.00
-0.02 0.01 0.02
-0.03 -0.07 -0.02
-0.06 0.06 0.07
-0.02 -0.14 0.09
-0.18 0.02 -0.08
-0.14 0.05 0.09
-0.03 -0.13 -0.04
-0.04 -0.02 -0.09
-0.01 0.06 0.09
-0.03 -0.11 -0.03
-0.02 0.01 -0.06
0.02 -0.05 0.02
0.03 0.03 0.03
0.00 -0.02 0.00
-0.01 -0.01 0.00
0.04 0.08 0.01
-0.33 -0.41 -0.01
0.34 0.16 -0.02
-0.19 0.60 0.37
-0.09 -0.05 0.19
0.01 -0.05 -0.17
0.24 0.08 0.09
-0.03 -0.07 -0.43
0.01 0.20 0.08
0.10 -0.06 -0.05
0.10 -0.04 0.03
0.01 0.05 0.00
0.02 -0.01 -0.05
0.16 0.07 0.10
-0.15 0.12 0.05
-0.06 0.08 0.03
0.00 -0.03 -0.01
-0.01 0.02 -0.03
0.02 -0.01 0.01
-0.02 -0.04 -0.12
-0.02 0.00 -0.04
0.01 0.01 -0.01
-0.02 -0.02 0.00
0.02 -0.02 0.02
0.01 0.01 -0.07
0.02 0.03 0.01
0.02 -0.01 0.01
0.02 0.02 0.00
0.00 0.03 0.01
0.06 0.00 -0.01
-0.02 -0.02 0.01
0.01 -0.02 -0.01
0.01 0.00 -0.04
0.00 0.02 -0.01
-0.04 0.01 0.02
-0.03 -0.02 0.01
0.01 0.01 0.03
0.02 -0.02 0.01
0.00 -0.02 -0.01
0.00 0.01 0.00
-0.14 -0.06 -0.03
0.21 0.40 0.35
0.02 -0.01 -0.10
-0.01 -0.04 0.02
-0.03 0.00 -0.07
0.01 -0.01 -0.01
-0.01 0.01 -0.03
0.01 -0.01 0.02
-0.02 0.02 -0.03
0.10 -0.06 0.01
-0.27 1.03 -0.21
-0.04 -0.02 0.05
0.07 0.06 0.07

Results
Strongest force on any atom: 0.062 Eh/bohr
LUMO: -8.63 eV
Energy above the lowest of the compared OMol25 structures with the same formula, charge and spin: 88.2 kcal per mole
Net charge: +3
Frontier orbital gap: 5.9 eV
HOMO energy: -14.52 eV

These are the Löwdin partial charges, in e, on atoms 1 to 99: atom 1 (Ta): 1.65, atom 2 (C): -0.16, atom 3 (C): -0.09, atom 4 (C): -0.17, atom 5 (C): 0.01, atom 6 (C): -0.28, atom 7 (C): 0.05, atom 8 (C): -0.05, atom 9 (N): -0.10, atom 10 (N): -0.24, atom 11 (C): -0.18, atom 12 (C): -0.27, atom 13 (C): 0.03, atom 14 (C): 0.02, atom 15 (C): 0.01, atom 16 (C): -0.08, atom 17 (N): -0.02, atom 18 (C): -0.11, atom 19 (C): -0.28, atom 20 (C): 0.02, atom 21 (C): 0.01, atom 22 (C): -0.01, atom 23 (C): -0.16, atom 24 (N): 0.04, atom 25 (H): 0.14, atom 26 (H): 0.07, atom 27 (H): 0.14, atom 28 (H): 0.12, atom 29 (H): 0.14, atom 30 (H): 0.07, atom 31 (H): 0.14, atom 32 (H): 0.11, atom 33 (H): 0.15, atom 34 (H): 0.04, atom 35 (H): 0.14, atom 36 (H): 0.14, atom 37 (H): 0.13, atom 38 (H): 0.11, atom 39 (H): 0.16, atom 40 (H): 0.14, atom 41 (H): 0.14, atom 42 (H): 0.14, atom 43 (H): 0.13, atom 44 (H): 0.01, atom 45 (Se): 0.48, atom 46 (P): 0.62, atom 47 (C): -0.39, atom 48 (C): -0.10, atom 49 (C): -0.05, atom 50 (C): -0.04, atom 51 (C): -0.05, atom 52 (C): -0.13, atom 53 (C): -0.32, atom 54 (C): -0.07, atom 55 (C): -0.04, atom 56 (C): -0.04, atom 57 (C): -0.05, atom 58 (C): -0.08, atom 59 (C): -0.25, atom 60 (C): -0.34, atom 61 (N): -0.31, atom 62 (N): -0.03, atom 63 (N): -0.04, atom 64 (P): 0.83, atom 65 (Se): 0.71, atom 66 (C): -0.37, atom 67 (C): -0.07, atom 68 (C): -0.05, atom 69 (C): -0.03, atom 70 (C): -0.05, atom 71 (C): -0.12, atom 72 (C): -0.38, atom 73 (C): -0.13, atom 74 (C): -0.04, atom 75 (C): -0.03, atom 76 (C): -0.03, atom 77 (C): -0.09, atom 78 (H): 0.07, atom 79 (H): 0.13, atom 80 (H): 0.12, atom 81 (H): 0.12, atom 82 (H): 0.10, atom 83 (H): 0.10, atom 84 (H): 0.12, atom 85 (H): 0.12, atom 86 (H): 0.12, atom 87 (H): 0.08, atom 88 (H): 0.10, atom 89 (H): 0.13, atom 90 (H): 0.13, atom 91 (H): 0.12, atom 92 (H): 0.08, atom 93 (H): 0.10, atom 94 (H): 0.12, atom 95 (H): 0.12, atom 96 (H): 0.12, atom 97 (H): 0.11, atom 98 (C): -0.29, atom 99 (S): 0.84